A molecular structure, C52H55N3O4SbSiTi. Source: the Open Molecules 2025 dataset; level of theory: wB97M-V/def2-TZVPD.

total charge: -1
gap between HOMO and LUMO (alpha / beta): 3.97 / 3.98 eV
E_HOMO (alpha / beta): -0.0579 / -0.0582 hartree

```
117
Properties=species:S:1:pos:R:3:forces:R:3
Ti 1.08577 -0.11980 0.65528 2.30 -0.44 0.40
C 1.29644 2.97434 -1.17629 -0.10 0.02 0.13
C 1.67976 3.35648 0.22016 -0.03 -0.08 -0.19
C 2.00967 4.67417 0.50425 0.06 0.03 0.01
C 2.34703 5.03318 1.79883 -0.05 -0.07 -0.01
C 2.38735 4.03551 2.75389 0.04 0.07 -0.06
C 2.05544 2.72375 2.40700 0.23 -0.06 0.10
N 1.67313 2.39314 1.15632 -0.50 0.02 0.23
Sb 2.70093 1.25583 3.83287 0.13 -0.15 -0.13
C 0.90660 0.09184 4.26561 -0.07 0.15 0.04
C 0.46016 0.06402 5.58385 -0.11 0.01 -0.10
C -0.57749 -0.78999 5.92132 -0.03 -0.08 -0.10
C -1.12137 -1.58775 4.92873 0.10 0.01 0.13
C -0.62180 -1.51167 3.63064 -0.28 0.00 -0.10
C -1.18699 -2.39003 2.55199 -0.20 0.17 0.36
N 0.37395 -0.67708 3.31425 0.06 0.29 -0.08
C 3.47938 -0.05294 2.37125 0.03 0.56 0.31
C 4.70177 -0.61305 2.76462 0.07 0.00 -0.26
C 5.60170 -1.09433 1.84421 0.00 -0.05 0.08
C 5.31591 -0.77189 0.48601 -0.01 -0.04 0.02
C 4.13273 -0.23829 0.10000 0.12 0.30 -0.05
C 3.94802 0.20884 -1.33212 -0.10 0.00 0.07
N 3.06976 -0.04052 1.01184 -0.40 -0.92 -0.02
H 2.18228 2.87524 -1.80869 0.00 -0.01 0.01
H 0.64342 3.72908 -1.61820 0.00 -0.01 0.00
H 0.77693 2.02079 -1.17658 0.01 0.09 -0.01
H 1.97053 5.40850 -0.29056 -0.01 -0.01 0.00
H 2.57736 6.06152 2.05009 0.02 0.00 0.01
H 2.69140 4.24960 3.77136 -0.01 0.01 -0.01
H 0.92753 0.70765 6.32057 -0.01 -0.02 0.01
H -0.95489 -0.84078 6.93644 0.00 0.00 0.00
H -1.92709 -2.27724 5.14887 -0.01 0.02 -0.04
H -2.26402 -2.50623 2.67487 -0.10 0.06 0.03
H -0.72798 -3.38040 2.59757 -0.30 0.31 0.20
H -0.97056 -1.96238 1.57565 -0.16 0.00 0.23
H 4.93917 -0.63327 3.82490 -0.02 -0.01 0.01
H 6.52311 -1.57750 2.13748 0.02 0.01 -0.02
H 6.06912 -0.93172 -0.27894 0.01 0.03 -0.01
H 4.13583 -0.61589 -2.02503 -0.03 -0.01 -0.03
H 4.64894 1.01345 -1.57203 0.01 0.00 -0.03
H 2.93998 0.56912 -1.52023 0.10 -0.02 0.02
C -4.37789 -1.93540 -2.22208 0.06 0.06 -0.02
C -3.43446 -0.82067 -2.67439 -0.04 -0.09 0.07
C -3.91122 -0.18502 -3.96373 0.03 -0.01 0.03
O -3.30238 0.17370 -1.67954 0.05 0.09 -0.01
C -2.31183 -0.31994 -0.77771 0.01 0.12 -0.08
C -1.29963 -1.06581 -1.73022 0.00 0.17 0.08
O -2.13037 -1.34267 -2.86132 0.03 0.11 -0.07
C 0.11134 -0.61400 -2.24561 -0.07 -0.20 -0.11
O 0.92363 -0.35301 -1.13429 -0.05 -0.09 -0.49
C 0.63174 -1.84521 -3.01799 -0.15 -0.02 -0.01
C 0.19889 -2.12328 -4.31477 -0.03 0.00 -0.05
C 0.64666 -3.25344 -4.97824 -0.01 0.01 0.01
C 1.53781 -4.12433 -4.36079 0.02 0.00 0.03
C 1.97095 -3.85036 -3.07454 0.01 -0.04 -0.02
C 1.51320 -2.71669 -2.41467 0.05 -0.06 0.00
C 0.20017 0.56172 -3.21712 0.05 0.15 0.21
C 1.36738 0.72613 -3.96327 0.13 0.06 0.04
C 1.52677 1.81279 -4.80738 -0.01 -0.03 0.02
C 0.51337 2.75574 -4.93363 -0.04 -0.01 0.03
C -0.64353 2.60578 -4.18716 0.02 0.07 -0.05
C -0.78566 1.52044 -3.33219 -0.04 0.03 -0.15
C -1.93221 0.65370 0.38873 -0.33 -0.33 -0.12
O -0.74268 0.14928 0.88323 -1.51 1.00 0.22
C -1.93507 2.19319 0.18411 0.21 -0.02 -0.05
C -1.30912 2.92309 1.19405 0.14 0.00 0.01
C -1.38032 4.30339 1.24803 0.07 0.02 -0.03
C -2.07310 5.00503 0.27170 0.00 0.00 0.00
C -2.71688 4.29738 -0.72883 0.00 -0.03 -0.02
C -2.66976 2.90764 -0.75972 0.00 -0.09 0.04
C -3.03811 0.53066 1.47439 -0.11 -0.08 -0.07
C -2.68441 0.65387 2.81097 0.06 -0.03 0.08
C -3.64275 0.62816 3.81203 -0.03 -0.03 0.00
C -4.98519 0.48220 3.49197 0.01 0.02 -0.04
C -5.35106 0.36732 2.15864 0.00 -0.03 0.01
C -4.38799 0.39797 1.15844 -0.01 -0.02 0.00
H -5.34912 -1.51708 -1.95515 -0.01 0.00 -0.02
H -3.97149 -2.46919 -1.36464 -0.01 -0.01 0.02
H -4.50594 -2.64864 -3.03606 0.00 -0.02 0.01
H -4.97332 0.05153 -3.89554 0.00 0.03 -0.01
H -3.75651 -0.89107 -4.77895 -0.04 -0.01 -0.02
H -3.34753 0.72232 -4.17345 0.03 -0.02 0.01
H -2.76768 -1.15505 -0.23168 0.09 -0.03 0.03
H -1.06657 -2.01244 -1.23463 0.03 0.04 0.10
H -0.49239 -1.45224 -4.80713 0.01 0.00 0.01
H 0.29929 -3.45721 -5.98404 0.00 0.01 -0.01
H 1.89195 -5.00473 -4.88295 -0.01 -0.01 0.00
H 2.66468 -4.51228 -2.57079 0.01 0.00 0.00
H 1.84852 -2.49053 -1.42091 0.09 0.02 0.17
H 2.16846 0.00351 -3.86694 -0.02 -0.01 -0.02
H 2.44495 1.92348 -5.37077 0.01 -0.01 0.00
H 0.63091 3.60055 -5.60111 0.01 0.00 0.01
H -1.43683 3.34126 -4.25525 0.00 -0.01 0.01
H -1.67347 1.42797 -2.74289 -0.35 -0.01 0.20
H -0.76170 2.39341 1.96024 0.00 0.02 -0.04
H -0.88377 4.83025 2.05343 0.03 0.00 0.00
H -2.12448 6.08633 0.30385 0.00 0.01 -0.01
H -3.27932 4.82353 -1.49122 -0.02 -0.01 0.01
H -3.25201 2.39285 -1.50168 0.00 -0.15 -0.18
H -1.64025 0.76604 3.06473 -0.04 -0.01 0.02
H -3.33329 0.71753 4.84618 0.01 0.00 0.00
H -5.73822 0.46854 4.26983 0.00 -0.02 0.01
H -6.39431 0.25382 1.88953 -0.01 0.01 0.00
H -4.69769 0.33160 0.12434 0.01 -0.01 -0.03
C 0.26485 -3.99785 0.65914 0.12 -0.11 -0.43
Si 1.54137 -2.65584 1.22939 0.53 -0.42 -0.30
C 3.19148 -3.37551 0.53708 -0.14 0.09 -0.02
C 1.89297 -3.15346 3.04452 -0.12 0.04 0.13
H 0.03266 -4.67502 1.48692 0.08 -0.11 -0.13
H 0.67794 -4.59979 -0.15308 0.06 -0.02 -0.05
H -0.68256 -3.58179 0.30422 0.07 -0.12 -0.02
H 3.10599 -4.46794 0.51569 -0.01 -0.02 0.01
H 3.99973 -3.11038 1.22087 0.00 0.02 0.03
H 3.50533 -3.04050 -0.44959 0.03 0.02 -0.09
H 2.37478 -4.13610 3.03083 0.03 -0.01 -0.05
H 1.01268 -3.21928 3.68683 0.20 -0.09 -0.01
H 2.58467 -2.44329 3.50173 0.04 0.00 -0.02
```
Forces are in eV/Å.

Mulliken atomic charge list, values in e, 99 entries: -0.111, -1.220, -0.006, -0.621, -0.847, -0.698, -0.374, 1.006, 0.587, -0.350, -0.713, -0.763, -0.909, 0.180, -1.082, 1.199, -0.439, -0.078, -1.526, -0.470, 0.002, -0.587, 1.771, 0.564, 0.673, -0.656, 0.523, 0.368, 0.441, 0.401, 0.387, 0.483, 0.690, 0.451, -1.113, 0.356, 0.296, 0.421, 0.340, 0.475, -0.815, -1.724, 1.424, -1.725, -0.199, -0.493, 0.083, -0.257, 1.583, 1.149, -0.070, 0.030, -1.154, -0.623, -1.081, 0.028, 0.144, -0.283, -1.089, -0.794, -0.913, 0.354, -0.543, 0.540, 1.413, -0.474, -0.619, -0.979, -0.736, -0.226, 1.797, 0.010, -0.500, -0.941, -0.899, -0.729, 0.338, 0.313, 0.455, 0.428, 0.387, 0.239, 0.959, -0.512, 0.443, 0.412, 0.404, 0.492, -0.309, 0.515, 0.440, 0.370, 0.450, -0.262, -0.217, 0.467, 0.375, 0.468, 0.438

***

A molecular structure, C2H3O4S2. Source: the Open Molecules 2025 dataset; level of theory: wB97M-V/def2-TZVPD.

total charge: -1
gap between HOMO and LUMO: 8.65 eV
E_HOMO: -0.1778 hartree

```
11
Properties=species:S:1:pos:R:3:forces:R:3
C 0.82357 0.83715 -0.17903 -1.07 -0.63 -0.56
C 0.59980 0.43136 -1.42287 1.70 -2.42 0.45
O -2.27417 -0.63804 -0.52779 -0.96 1.16 -1.16
O 1.34126 0.72201 2.43488 -0.96 -0.96 -1.33
O -0.89196 -0.02855 1.52708 1.02 0.36 0.07
O -0.52489 -2.10760 0.15039 0.58 -0.82 -0.20
S 0.70429 -0.16833 1.38228 1.33 1.97 0.65
S -1.70130 -1.35897 0.56831 -0.66 -1.28 0.92
H 0.69115 1.86423 -0.13400 -0.15 2.12 1.45
H 0.85382 -0.65747 -1.53591 -1.08 0.95 -0.77
H 0.37842 1.10421 -2.26335 0.27 -0.44 0.47
```
Forces are in eV/Å.

Charges obtained by Mulliken population analysis, quoted in units of e: -0.278, -0.480, -0.509, -0.669, -0.356, -0.577, 0.558, 0.542, 0.326, 0.211, 0.232

***

CN2OS in the gas phase. Source: the Open Molecules 2025 dataset; level of theory: wB97M-V/def2-TZVPD.

SMILES: O=C=NN=S
gap between HOMO and LUMO (alpha / beta): 7.48 / 6.96 eV
E_HOMO (alpha / beta): -0.3472 / -0.3428 hartree

```
5
Properties=species:S:1:pos:R:3:forces:R:3
C -0.38712 0.79070 0.68609 0.47 -0.22 0.15
N -0.08858 -0.33325 0.38593 -0.67 2.23 1.92
N 0.13726 -1.24073 -0.37905 3.03 -3.49 -6.41
O -0.70998 1.72480 1.26262 -0.63 1.79 0.58
S 1.04843 -0.94152 -1.95559 -2.20 -0.30 3.77
```
Forces are in eV/Å.

Charges obtained by Mulliken population analysis, quoted in units of e: 0.543, 0.348, -0.493, -0.305, -0.093

***

The following relative energy (zero: lowest compared OMol25 entry of this formula, charge and spin) values (in kcal/mol) correspond, in order, to the records above: 30.7 63.2 65.0.